1.
C2H2O2S2 in the gas phase in a non-equilibrium geometry. Source: the Open Molecules 2025 dataset; level of theory: the ωB97M-V functional and the def2-TZVPD basis.

Geometry (Å):
S 0.690 1.431 -0.142
S 1.243 -0.538 -0.212
O 2.685 -0.699 -0.062
O 0.393 -1.221 0.739
C -0.830 0.819 0.287
C -2.021 0.627 0.370
H -3.013 0.690 0.338
H 0.853 -1.108 -1.318

Results
Kohn-Sham gap in eV: 9.67
Highest occupied orbital energy in eV: -10.05
E_LUMO in eV: -0.380
SMILES string: C#CS[SH](=O)=O

***

2.
A molecular structure, C2H2O2Sc in a non-equilibrium geometry. Source: the Open Molecules 2025 dataset; level of theory: the ωB97M-V functional and the def2-TZVPD basis.

Geometry (Å):
Sc -0.234 0.718 2.178
O 0.151 -1.107 1.139
O -0.451 1.316 0.193
C 0.014 0.363 -0.666
C 0.392 -0.891 -0.148
H 0.563 0.692 -1.567
H -0.435 -1.091 -1.130

Results
Kohn-Sham gap (alpha / beta) in eV: 8.12 / 6.34
Highest occupied orbital energy (alpha / beta) in eV: -13.92 / -12.57
E_LUMO (alpha / beta) in eV: -5.795 / -6.223
Charge: +1

***

3.
C2H2O3 in the gas phase in a non-equilibrium geometry. Source: the Open Molecules 2025 dataset; level of theory: the ωB97M-V functional and the def2-TZVPD basis.

Geometry (Å):
O -0.045 1.609 -0.388
O 0.503 -1.725 0.474
O -1.309 -0.732 0.030
C 0.698 0.646 -0.167
C -0.104 -0.714 0.061
H -1.511 0.150 0.039
H 1.769 0.766 -0.048

Results
Kohn-Sham gap in eV: 9.68
Highest occupied orbital energy in eV: -10.42
E_LUMO in eV: -0.735
SMILES string: O=CC(=O)O